# 1
76
Properties=species:S:1:pos:R:3:forces:R:3 method="wB97M-V/def2-TZVPD" orbital_gap_ha="0.2176 / 0.2385" charge=+1 multiplicity=6 e_homo_ev="-7.7 / -10.4" s2=8.779
Ru -0.0211 0.0510 0.5974 0.21 -0.54 -2.80
C -1.3964 -2.1605 -0.7784 0.53 -0.32 1.15
C -0.0167 -2.5224 -0.9240 -0.69 0.06 0.11
C -0.3243 -1.9008 1.2943 -1.05 -2.85 -0.77
C -1.6302 -1.9288 0.5910 1.18 -0.14 0.00
C 0.6344 -2.4312 0.3187 -0.96 0.93 0.42
C -2.4352 -2.2212 -1.8359 -0.25 -0.09 -0.43
H -2.0631 -1.8199 -2.7903 -0.09 -0.14 0.13
H -3.3497 -1.6657 -1.5801 0.31 -0.16 0.04
H -2.7281 -3.2662 -2.0165 -0.01 0.21 -0.08
C -2.9473 -2.0649 1.2534 -0.49 0.14 0.32
H -3.7376 -1.5620 0.6873 0.04 -0.17 0.21
H -2.9506 -1.6788 2.2814 -0.07 -0.09 -0.36
H -3.2170 -3.1343 1.3137 0.08 0.30 -0.04
C -0.2238 -2.2675 2.7495 0.31 -0.32 0.03
H -0.0962 -3.3582 2.8260 -0.05 0.25 0.12
H -1.1260 -2.0004 3.2925 0.07 0.02 0.07
H 0.6374 -1.8032 3.2443 -0.21 -0.07 0.01
C 1.9311 -3.0519 0.6853 0.58 -0.07 -0.04
H 1.9420 -4.1068 0.3690 -0.01 0.25 0.15
H 2.1051 -3.0126 1.7648 -0.05 -0.09 -0.18
H 2.7895 -2.5711 0.2020 -0.12 -0.30 0.27
C 0.5384 -3.1413 -2.1444 0.32 -0.22 -0.19
H 0.2081 -4.1892 -2.2138 0.07 0.20 -0.10
H 1.6313 -3.1414 -2.0938 -0.20 -0.14 -0.20
H 0.2067 -2.6212 -3.0496 0.12 -0.19 0.05
C 0.5825 1.5567 -1.3131 -0.10 0.23 -1.00
C 0.2737 0.4635 -2.0581 -0.24 0.64 0.37
C 1.0773 0.0575 -3.2581 0.10 -0.11 -0.52
C 2.4467 -0.6404 -2.9577 -0.46 -0.17 -0.41
C 2.8771 -0.5813 -1.5233 0.99 -0.11 -0.31
C 3.2231 0.5434 -0.8926 1.13 -0.04 -0.16
C 3.1584 1.9015 -1.5231 -0.08 0.46 -0.32
C 1.7116 2.4766 -1.7195 0.27 0.38 -0.10
H 1.3186 0.9461 -3.8643 -0.31 -0.15 0.26
H 3.1934 -0.1628 -3.6135 -0.06 -0.12 0.37
H 0.4632 -0.5942 -3.9065 0.29 0.30 0.32
H 1.6288 2.6940 -2.7971 -0.27 -0.06 0.37
H -0.0587 1.9424 -0.4959 0.03 -0.14 -0.74
H -0.6246 -0.1401 -1.8775 0.21 0.46 0.12
H 1.6085 3.4613 -1.2218 0.04 -0.59 -0.18
H 3.7778 2.6072 -0.9462 -0.29 -0.23 -0.17
H 3.8390 0.5280 0.0142 -0.62 -0.34 -0.20
H 3.6116 1.8699 -2.5271 0.01 -0.12 0.30
H 2.3967 -1.6943 -3.2801 0.04 0.59 0.16
H 3.1110 -1.5642 -1.1165 -0.05 0.54 0.18
P -2.6059 1.5928 -0.2466 1.61 -1.58 -0.13
C -4.2633 1.0724 0.2764 -0.41 0.44 -0.03
H -4.9725 1.8330 -0.0668 -0.19 -0.19 0.08
H -4.3383 0.9829 1.3660 0.10 0.08 -0.23
H -4.5265 0.1008 -0.1619 0.14 0.38 -0.01
C -2.3299 3.2868 0.3438 -0.45 0.38 -0.12
H -3.2202 3.8785 0.1090 0.21 0.27 0.07
H -1.4516 3.7241 -0.1504 -0.28 -0.12 -0.03
H -2.1520 3.3236 1.4240 -0.18 -0.13 -0.24
C -2.6811 1.6686 -2.0477 -0.50 0.65 -0.28
H -1.7203 2.0109 -2.4434 -0.32 0.07 0.09
H -3.4777 2.3581 -2.3346 0.00 -0.06 -0.43
H -2.8668 0.6722 -2.4626 -0.11 0.16 0.16
P 1.2445 1.1899 2.2306 0.42 0.10 1.22
C 2.6189 0.0221 2.2363 1.22 0.08 -0.15
H 3.5619 0.5530 2.3909 0.23 -0.29 0.10
H 2.6635 -0.5026 1.2691 -0.01 0.29 0.50
H 2.5029 -0.7517 3.0014 -0.13 0.38 0.07
C 1.6479 2.8073 1.5570 0.90 0.49 0.01
H 2.2004 2.6896 0.6204 -0.05 0.01 0.34
H 2.2602 3.3745 2.2561 0.13 0.17 0.00
H 0.7572 3.4060 1.3336 -0.05 -0.34 0.16
C 0.8930 1.4875 3.9933 0.04 0.22 0.39
H 1.7479 1.9834 4.4762 -0.11 -0.11 -0.16
H 0.7042 0.5504 4.5317 0.05 0.13 -0.28
H 0.0124 2.1271 4.1355 0.22 -0.16 -0.19
C -1.3318 0.5704 2.0858 -3.12 0.43 1.88
H -1.4352 1.6280 2.3293 0.08 0.12 0.15
H -1.0892 0.0381 2.9981 0.08 0.06 0.37
H -2.3295 0.2225 1.7836 0.26 0.16 0.48

# 2
20
Properties=species:S:1:pos:R:3:forces:R:3 method="wB97M-V/def2-TZVPD" orbital_gap_ha=0.3543 e_above_lowest_ev=0.897 e_homo_ev=-8.6
C -1.3897 -0.9440 -1.7194 0.58 0.24 0.12
C -0.7390 0.0896 -1.1947 -0.81 0.08 -0.06
C -0.0785 0.1036 0.1252 0.58 0.71 0.62
C -0.7477 0.0458 1.2759 -0.36 -0.66 -0.19
C -2.2156 -0.2120 1.4032 -0.67 0.38 0.05
C 1.4024 0.2630 0.1401 0.74 -0.84 -0.57
C 2.1560 -0.6195 0.7972 0.15 -0.06 0.38
C 2.0863 1.2342 -0.7963 -0.64 -0.38 -0.05
H -1.3564 -1.9128 -1.2366 -0.15 -0.05 -0.08
H -1.8946 -0.8289 -2.6674 -0.11 -0.18 -0.02
H -0.8170 1.0460 -1.7087 0.23 -0.02 -0.05
H -0.2038 0.1029 2.2074 0.24 0.16 0.02
H -2.8049 0.5790 0.9409 0.04 0.22 -0.21
H -2.5736 -1.1227 0.9174 0.26 -0.07 0.23
H -2.5316 -0.1944 2.4459 0.10 -0.29 0.03
H 1.7622 -1.3178 1.5207 -0.36 -0.21 -0.18
H 3.2300 -0.7058 0.6599 -0.02 0.46 0.06
H 1.5514 1.2491 -1.7444 0.04 0.19 -0.15
H 2.0580 2.2357 -0.3688 0.14 0.10 -0.09
H 3.1061 0.9090 -0.9975 0.02 0.22 0.15

# 3
61
Properties=species:S:1:pos:R:3:forces:R:3 method="wB97M-V/def2-TZVPD" orbital_gap_ha="0.2315 / 0.2363" e_above_lowest_ev=0.165 charge=+3 multiplicity=2 e_homo_ev="-17.8 / -17.8" s2=0.756
Re -0.4744 0.0493 0.2994 0.50 0.29 -0.39
N 3.5520 0.3218 -0.8212 -0.01 0.00 -0.03
C 2.7063 0.4695 0.1751 -0.01 0.00 0.07
N 1.4965 0.0752 -0.2580 0.08 -0.02 0.01
C 1.7216 -0.2928 -1.5705 -0.04 -0.05 -0.09
N 2.9540 -0.1564 -1.9395 0.00 0.00 0.01
C 0.5631 -0.7431 -2.3290 0.02 0.01 0.08
C 0.5460 -1.1425 -3.6537 0.03 0.00 -0.04
N -0.5822 -1.5292 -4.2397 0.02 0.01 0.03
C -1.6942 -1.5201 -3.5211 -0.07 -0.02 0.00
C -1.7150 -1.1186 -2.1874 0.05 0.00 0.00
N -0.5781 -0.7305 -1.5968 -0.02 -0.28 -0.10
H 4.5468 0.5266 -0.8361 0.01 0.01 0.00
H 2.9618 0.8457 1.1535 -0.01 0.01 0.00
H 1.4552 -1.1438 -4.2442 0.01 -0.01 0.01
H -2.6087 -1.8403 -4.0061 0.00 0.01 0.00
H -2.6227 -1.1048 -1.5996 -0.01 0.01 -0.01
O -2.5343 0.0220 0.8137 -0.32 0.04 0.02
C -3.5818 0.7440 0.1904 0.27 -0.03 0.04
C -4.8295 0.1661 0.1474 -0.07 0.12 -0.09
C -5.8777 0.8972 -0.4076 0.01 -0.05 0.04
C -5.6688 2.1776 -0.8991 -0.02 0.00 -0.02
C -4.4064 2.7410 -0.8461 0.07 0.01 0.01
C -3.3338 2.0228 -0.3085 -0.25 0.01 0.00
C -2.0277 2.6859 -0.2931 -0.11 0.08 -0.14
O -1.7250 3.8118 -0.3629 0.01 0.04 -0.01
O -0.9521 1.6949 -0.2442 -0.03 0.11 0.41
H -2.8849 -0.4777 1.6165 -0.06 -0.12 0.12
H -4.9891 -0.8277 0.5450 0.01 -0.02 0.01
H -6.8654 0.4576 -0.4476 0.00 0.00 -0.01
H -6.4900 2.7356 -1.3266 0.00 0.01 0.01
H -4.2237 3.7389 -1.2234 -0.01 0.00 0.00
C -6.5725 -2.3016 3.6385 0.05 0.00 -0.05
C -5.3719 -1.8912 4.4833 0.02 0.06 0.06
S -3.8406 -2.3077 3.6775 0.06 0.02 -0.07
O -3.9566 -3.5083 2.8975 0.06 -0.02 0.05
O -3.3485 -1.1127 2.9574 -0.05 -0.03 0.10
C -2.6445 -2.5815 4.9890 0.07 0.02 -0.03
C -1.3563 -3.2693 4.4938 -0.04 0.01 -0.06
N -1.0049 -2.9366 3.0910 0.12 0.00 -0.13
C -0.5995 -1.7433 2.6714 -0.04 0.06 0.05
N -0.5466 -1.7151 1.3204 -0.04 -0.35 0.03
C -0.9296 -2.9755 0.8704 0.01 0.03 0.02
C -1.2060 -3.7199 1.9525 -0.24 0.19 0.08
N -1.6297 -5.1167 1.9161 0.74 -0.21 -0.13
O -1.8853 -5.5181 0.8099 -0.30 0.05 0.00
O -1.5615 -5.7562 2.9380 -0.26 0.14 0.10
C -0.2444 -0.5760 3.5170 -0.04 0.00 0.01
H -7.4730 -1.9903 4.1644 -0.01 -0.01 0.00
H -6.6042 -3.3788 3.4950 -0.01 0.00 0.00
H -6.5668 -1.8149 2.6641 0.00 0.02 0.00
H -5.3599 -2.4057 5.4457 -0.02 -0.05 -0.02
H -5.3256 -0.8164 4.6616 0.03 0.00 0.02
H -3.1027 -3.2333 5.7332 -0.07 -0.01 -0.04
H -2.4681 -1.6142 5.4583 0.00 0.02 -0.01
H -1.4625 -4.3459 4.5292 -0.01 -0.03 -0.01
H -0.5097 -2.9947 5.1212 -0.05 0.04 0.03
H -0.9642 -3.2593 -0.1666 -0.02 -0.02 0.01
H 0.7126 -0.7344 4.0188 -0.01 0.00 0.02
H -1.0083 -0.3605 4.2607 -0.01 -0.02 0.01
H -0.1426 0.3326 2.9047 0.02 -0.04 0.01

# 4
15
Properties=species:S:1:pos:R:3:forces:R:3 method="wB97M-V/def2-TZVPD" orbital_gap_ha=0.3181 e_above_lowest_ev=4.013 e_homo_ev=-8.4
C -2.7512 -0.1696 -0.1068 0.27 0.22 -0.23
N -1.2928 0.2557 -0.1000 1.18 -0.13 0.30
C -0.5867 -0.2622 0.8766 0.29 -0.22 0.51
N 0.7164 -0.1809 0.9910 0.12 -1.11 0.59
C 1.3743 0.3358 -0.1061 -0.75 0.12 0.18
C 2.8691 -0.0262 -0.1182 -0.29 0.31 -0.13
C 0.4819 0.9329 -0.8868 -1.27 -1.11 0.19
H -3.0255 -0.7785 -0.9782 0.40 0.27 0.01
H -2.9794 -0.8055 0.7718 0.48 0.35 -0.32
H -3.4710 0.6583 -0.0540 0.54 0.11 -0.14
H -1.0665 -0.8529 1.6447 -0.25 0.05 0.25
H 3.3305 0.2781 0.8285 -0.30 0.13 -0.19
H 2.9479 -1.1248 -0.1296 -0.31 0.37 -0.09
H 3.4713 0.3598 -0.9439 -0.35 0.13 0.03
H -0.0181 1.3802 -1.6890 0.25 0.51 -0.96

# 5
16
Properties=species:S:1:pos:R:3:forces:R:3 method="wB97M-V/def2-TZVPD" orbital_gap_ha=0.2986 e_above_lowest_ev=0.646 smiles="OC[C@H]1CC=CC1=S" e_homo_ev=-8.6
O 0.1777 1.9471 -1.0654 -0.02 0.04 -0.19
C 0.2394 1.7312 0.3264 -0.37 -0.25 0.23
C 0.0581 0.2495 0.6770 -0.03 -0.03 -0.28
C -1.2771 -0.3628 0.1914 0.08 0.79 -0.72
C -0.8851 -1.6957 -0.3687 1.07 0.59 0.12
C 0.4549 -1.8429 -0.4405 -0.64 0.50 0.26
C 1.1231 -0.6537 0.0770 0.27 -0.02 -0.09
S 2.7248 -0.3324 -0.0179 -0.45 -0.05 0.04
H 1.0037 1.6261 -1.4385 0.13 -0.04 -0.12
H 1.1774 2.1119 0.7397 -0.09 -0.05 0.08
H -0.6077 2.2799 0.7511 0.22 0.05 0.04
H 0.1303 0.1387 1.7588 0.05 0.02 0.18
H -1.7050 0.3057 -0.6094 0.32 -0.71 0.58
H -2.0230 -0.4317 0.9727 -0.19 -0.06 0.22
H -1.6012 -2.4078 -0.7052 -0.40 -0.47 -0.21
H 1.0100 -2.6630 -0.8485 0.06 -0.31 -0.12

# 6
20
Properties=species:S:1:pos:R:3:forces:R:3 method="wB97M-V/def2-TZVPD" orbital_gap_ha="0.2971 / 0.2890" e_above_lowest_ev=2.034 e_homo_ev="-7.9 / -7.8"
C 1.7750 1.7789 0.4385 -0.14 -0.07 -0.12
C 1.0500 0.5004 -1.6015 -0.14 0.06 0.10
C -2.7100 -0.6628 0.4973 -0.03 0.00 0.13
C 0.7768 0.7526 -0.1241 0.26 0.18 -0.20
C -1.6417 -1.6221 0.1389 0.93 -0.10 0.32
C 0.7892 -0.4860 0.6982 -1.00 -0.60 -0.21
I -1.4332 -3.3690 1.2743 -0.22 0.29 -0.18
I 2.0904 -2.0575 0.3285 0.04 0.24 0.03
H 2.7796 1.3581 0.4461 0.08 -0.01 0.01
H 1.5080 2.0687 1.4522 0.03 0.03 0.10
H 1.7783 2.6693 -0.1903 0.02 0.08 0.02
H 0.4176 -0.3020 -1.9754 -0.02 -0.08 -0.10
H 2.0911 0.2210 -1.7552 0.04 -0.05 -0.04
H 0.8489 1.3985 -2.1810 0.00 0.09 -0.06
H -2.5801 0.2615 -0.0665 0.01 0.09 -0.01
H -2.7103 -0.4394 1.5621 -0.03 0.06 0.06
H -3.6967 -1.0663 0.2410 -0.02 0.02 0.02
H -0.2282 1.1842 -0.0189 0.03 -0.08 0.01
H -1.4602 -1.8013 -0.9098 0.16 -0.07 -0.07
H 0.5557 -0.3870 1.7453 -0.04 -0.10 0.21